ORCA calculation (the ωB97M-V functional and the def2-TZVPD basis) on the molecule C3H11N3O2 at a distorted geometry.

The geometry in XYZ format:
```
19
Properties=species:S:1:pos:R:3:forces:R:3:mulliken_charge:R:1
O 0.0562 1.2321 1.3985 0.458 -0.234 -1.255 -0.52
O -1.0614 1.4074 -0.7361 -0.192 -0.423 0.382 -0.23
N -2.0735 1.9359 0.1505 0.690 -0.295 -0.534 -0.51
N 0.5731 -0.5371 -1.7555 -0.300 0.651 -0.264 -0.78
N 0.1706 1.0515 -0.0454 1.183 0.398 0.379 -0.13
C -0.7122 -1.3002 0.1959 -0.346 0.115 0.507 -1.57
C 1.7501 -0.8141 0.3225 0.185 0.447 0.408 -1.73
C 0.4152 -0.3819 -0.3100 -0.079 -1.692 0.109 1.62
H 1.7272 -0.7373 1.4155 -0.121 -0.047 -0.183 0.34
H -0.2691 -0.1697 -2.1931 0.124 -0.065 -0.102 0.28
H 2.5847 -0.1986 -0.0357 -0.298 -0.050 -0.074 0.43
H 0.8314 1.8022 1.5595 -0.600 -0.181 -0.099 0.38
H 1.9851 -1.8579 0.0788 -0.261 0.236 -0.098 0.38
H -1.5769 1.8077 1.0311 -0.741 0.359 0.488 0.38
H 0.6058 -1.5266 -1.9891 0.063 0.176 0.183 0.27
H -0.5105 -2.3483 -0.0562 0.157 0.251 -0.012 0.41
H -0.8133 -1.2451 1.2859 0.012 0.015 -0.120 0.33
H -1.6828 -1.0448 -0.2435 0.227 0.121 -0.004 0.40
H -1.9998 2.9246 -0.0734 -0.160 0.219 0.289 0.26
```
Forces are in eV/Å.

* LUMO level: 0.67 eV
* ΔE to the lowest compared entry with this formula, charge and spin: 559.6 kJ/mol
* HOMO: -0.3190 Eh
* calculated total energy: -11849.937 eV
* HOMO-LUMO gap: 9.35 eV